C53H28F3I4N4Pd as an isolated structure. Source: the Open Molecules 2025 dataset; level of theory: ωB97M-V with the def2-TZVPD basis set.

Calculated values
* gap between HOMO and LUMO (spin up / spin down): 5.4 / 5.4 eV
* ΔE to the lowest compared entry with this formula, charge and spin: 0.0000 eV
* highest occupied orbital energy (spin up / spin down): -10.4 / -10.4 eV
* total charge: +1
* E_LUMO (spin up / spin down): -4.9 / -4.9 eV
* largest force on an atom: 0.86 eV Å⁻¹

XYZ file:
```
93
Properties=species:S:1:pos:R:3:forces:R:3
I -6.463314 -5.654895 1.792624 -0.0703 -0.1106 0.0850
I 7.224001 -6.408182 -0.928411 0.0853 -0.1080 0.0125
I 6.416382 6.440076 2.628134 0.0773 0.0813 0.0776
I -6.334076 7.562106 -1.768232 -0.1032 0.0973 -0.0024
Pd 0.277784 0.413385 -1.357932 0.2950 0.2378 0.4032
F -2.398219 -2.788476 6.930061 -0.0236 -0.0997 -0.0629
F -1.727817 -4.604635 5.946606 -0.0877 0.0861 0.0255
F -3.574985 -3.654006 5.327368 0.1204 0.0005 0.0785
N -1.704141 0.462071 -1.470724 -0.1554 -0.1244 -0.2531
N 2.267843 0.374731 -1.416399 0.1780 0.0968 -0.2265
N 0.331900 2.402361 -1.572036 0.1548 0.0514 -0.0055
N 0.237671 -1.584251 -1.405859 -0.2270 -0.0090 -0.1331
C 5.206998 5.235773 1.447379 -0.0593 -0.0738 0.0156
C -3.814436 4.228357 -0.667838 -0.0410 0.0813 0.0283
C 4.455647 -0.315062 -1.364354 -0.0677 -0.3601 -0.1055
C 3.082117 1.441747 -1.152589 0.2148 -0.3129 0.1544
C -4.531142 -3.353548 1.573138 0.0805 0.1352 -0.0543
C -4.617894 -4.732170 -0.403295 0.0762 0.0519 -0.0612
C 0.019289 -0.321991 1.558317 -0.0931 0.0206 0.6498
C 5.090078 -4.503030 0.024300 -0.0957 0.0799 -0.0192
C -2.541078 -0.594835 -1.233162 -0.2030 0.2843 0.0342
C 4.088700 -3.549812 -0.104627 0.0858 -0.0533 0.0521
C -2.070197 2.861174 -1.812379 -0.0036 0.4352 0.0459
C 3.697314 -3.107413 -1.363268 -0.0893 0.1125 -0.1120
C -0.376664 -2.469753 2.655481 0.0645 -0.1216 -0.0356
C -0.426266 -1.076172 2.707717 0.0845 0.1478 -0.2696
C -1.568802 -2.590055 4.729666 -0.0747 0.0158 -0.0163
C 4.452893 1.009351 -1.132179 -0.0678 0.2914 0.1085
C 5.696023 -5.016063 -1.115597 -0.0495 0.0416 0.0219
C 3.591703 3.624357 -0.130020 -0.0801 0.0225 -0.3573
C -2.156388 -1.890723 -0.950386 -0.0342 -0.4187 0.1097
C -2.312513 -3.413230 5.746853 0.0339 0.0165 0.0066
C -3.880940 1.144818 -1.677251 0.0773 0.2978 -0.0415
C 5.297789 -4.597669 -2.376408 -0.0939 0.0942 -0.0292
C 3.650127 3.420576 1.245770 0.0722 0.0845 0.0546
C 2.670165 2.736940 -0.908825 -0.0288 0.2871 0.1590
C -4.740575 5.262435 -0.645739 0.0905 -0.1048 -0.0294
C 1.000402 4.566480 -1.209268 0.0456 0.0978 -0.0010
C 4.297254 -3.639777 -2.496226 0.0555 -0.0635 -0.0640
C -5.036056 -4.450775 0.889641 0.0125 0.0530 -0.0211
C -0.953444 -3.225633 3.662668 0.0634 0.0126 -0.1252
C 0.882788 -3.763160 -1.172887 0.0361 -0.1185 0.0114
C 2.656043 -2.037483 -1.475808 -0.1069 -0.5270 0.0199
C -2.502497 1.554624 -1.698697 -0.2055 -0.2216 0.0875
C -3.681076 -3.910660 -1.015995 -0.1008 -0.0459 -0.0867
C 1.400760 3.193987 -1.219207 0.0023 -0.0371 0.1674
C -1.579200 -1.205594 4.816962 0.0237 0.1026 -0.0448
C -4.276982 5.715020 -2.968071 0.0917 -0.0776 -0.0371
C -0.455258 -3.723267 -0.972716 -0.0235 -0.0958 -0.0044
C -3.905189 -0.165318 -1.365793 0.0611 -0.2444 0.1421
C -0.304953 4.600733 -1.553201 -0.0774 0.1115 -0.0544
C 5.161343 5.440564 0.076888 -0.0561 -0.0512 -0.0978
C 4.452261 4.230115 2.038628 -0.0600 -0.0698 -0.0820
C -3.338128 4.690674 -2.975779 -0.0550 0.0470 -0.1183
C 1.318928 -2.419877 -1.394670 0.2593 0.0077 0.0027
C 3.082344 -0.731800 -1.489990 0.1492 0.3308 0.2011
C -3.183008 -2.797095 -0.351626 0.1469 0.0513 -0.1757
C -1.005202 -0.446913 3.808122 -0.1084 0.0557 0.0484
C -3.100950 3.945838 -1.828845 0.0774 -0.1552 -0.1116
C -0.739034 3.244246 -1.720446 -0.1788 -0.0057 0.1663
C -4.963392 6.004626 -1.798891 0.0182 -0.0687 0.0562
C 4.346483 4.634634 -0.709282 0.0870 0.0613 -0.0596
C -0.862400 -2.361272 -1.119412 -0.0079 0.0967 0.2753
C -3.620002 -2.517850 0.940432 -0.0128 -0.0828 0.1262
C 0.320056 0.365684 0.608417 -0.1950 -0.4474 -0.7141
H -5.281399 5.487169 0.263519 0.0075 0.0010 -0.0162
H 5.301561 1.659528 -0.980897 -0.0968 -0.0191 0.0315
H -4.767735 -0.806049 -1.261043 0.0970 0.0146 0.0067
H 4.485232 4.078029 3.109164 0.0167 -0.0009 -0.0254
H 5.755060 6.220898 -0.380481 -0.0180 -0.0194 0.0145
H -5.021403 -5.583538 -0.933769 0.0038 0.0030 -0.0017
H 5.398679 -4.836711 1.005872 -0.0020 0.0056 -0.0195
H -1.024165 0.634377 3.854023 -0.0250 -0.0373 0.0146
H -1.118988 -4.547356 -0.762458 0.0473 0.0677 0.0164
H -2.799024 4.464046 -3.889477 -0.0097 0.0237 0.0527
H 3.054574 2.634121 1.697342 0.0376 0.0344 -0.0017
H 3.986136 -3.306336 -3.480253 0.0291 -0.0079 0.0422
H 4.312161 4.791913 -1.782230 -0.0147 -0.0054 0.0534
H -0.937544 -4.306638 3.613678 0.0117 0.0240 -0.0145
H 1.533109 -4.623906 -1.153580 -0.0300 0.0572 -0.0047
H -2.051218 -0.722230 5.662369 0.0339 0.0002 -0.0267
H -4.469692 6.280171 -3.869873 0.0223 0.0079 0.0203
H 1.655410 5.396555 -0.994120 -0.0501 -0.0642 0.0362
H 3.616525 -3.138029 0.781461 0.0357 -0.0157 -0.0343
H -3.361039 -4.125485 -2.029841 0.0035 -0.0020 0.0471
H 5.306841 -0.976123 -1.425700 -0.0908 0.0164 -0.0045
H -4.840895 -3.146500 2.589633 -0.0215 0.0035 -0.0481
H -3.225393 -1.654012 1.466298 -0.0226 -0.0470 -0.0131
H -0.941457 5.465024 -1.664600 0.0383 -0.0678 0.0346
H 0.098657 -2.953915 1.809963 -0.0550 0.0040 0.0272
H 5.763825 -5.007944 -3.262212 -0.0041 0.0140 0.0206
H -4.721396 1.792385 -1.872571 0.0870 0.0016 0.0083
H -3.633247 3.645509 0.228950 -0.0145 0.0379 -0.0303
```
Positions in Å, forces in eV/Å.